48
Properties=species:S:1:pos:R:3:nbo_charge:R:1 method="wB97M-V/def2-TZVPD" e_tot_ev=-64938.63325 orbital_gap_ev=6.91 multiplicity=1 homo_energy_ev=-8.48 smiles="CCOC(=O)c1sc(NC(=O)CSc2nc(-c3ccco3)cc(C(F)(F)F)n2)c(C#N)c1C"
C 4.56016 2.57532 0.00592 -0.6067
C 4.99313 1.11057 -0.38373 -0.0284
O 3.71595 0.10807 -0.40740 -0.6013
C 3.31210 -0.21303 1.03492 0.8041
O 3.90122 0.03871 2.14303 -0.6018
C 2.14812 -0.93329 0.81158 -0.5548
S 1.45997 -1.24765 -0.61716 0.7579
C 0.13376 -1.94656 0.13425 -0.0147
N -0.94445 -2.57814 -0.72395 -0.6241
C -0.94503 -2.56545 -2.06196 0.6471
O -0.04570 -1.78801 -2.54148 -0.6433
C -2.27709 -2.82848 -2.71699 -0.4622
S -3.76655 -2.63989 -1.43830 0.1892
C -3.34807 -0.85650 -1.01567 0.4048
N -2.36322 -0.31239 -1.19518 -0.5701
C -2.14848 0.85193 -0.90473 0.3298
C -0.85289 1.48022 -1.12369 0.2181
C 0.08514 1.29734 -2.17629 -0.2587
C 1.00870 2.18103 -2.19506 -0.2928
C 0.63684 3.12425 -1.09499 0.0972
O -0.57477 2.55837 -0.60998 -0.3577
C -3.14199 1.55565 0.21681 -0.2116
C -4.17147 0.84789 0.39076 0.0153
C -5.26928 1.46557 0.96518 0.9811
F -4.75070 2.34396 1.94728 -0.3575
F -6.26900 1.58629 0.46332 -0.1955
F -5.74243 0.55438 2.00982 -0.4216
N -4.45819 -0.42363 0.01398 -0.4196
C 0.34036 -2.22690 1.48542 -0.2801
C -0.76599 -2.68542 2.40270 0.2477
N -1.37028 -3.40954 3.10628 -0.2753
C 1.39733 -1.46445 1.87778 0.1471
C 1.64546 -1.31533 3.65749 -0.5164
H 4.35406 2.61181 0.94570 0.2115
H 5.47292 3.07982 -0.19943 0.2101
H 3.83795 2.77415 -0.68681 0.2034
H 5.32696 1.08525 -1.44099 0.1897
H 5.67020 0.72823 0.27808 0.1889
H -1.60728 -3.09022 0.14632 0.4679
H -2.47371 -2.28122 -3.38617 0.1776
H -2.20472 -4.04101 -2.76653 0.2548
H 0.10464 0.32434 -2.92260 0.2739
H 1.97476 2.47785 -2.61686 0.2490
H 0.99053 3.93253 -0.73658 0.1799
H -2.92124 2.39889 0.59039 0.2184
H 1.96493 -2.41251 3.83147 0.2129
H 0.86793 -1.18958 4.01000 0.1474
H 2.50942 -0.64318 3.49404 0.2693